[1]
{"formula": "C6H11N", "method": "ωB97M-V/def2-TZVPD", "total_charge": 0, "gap_ev": 11.4, "smiles": "CC(C)[C@@H](C)C#N", "spin_multiplicity": 1, "de_lowest_ev": 1.6728, "total_energy_ev": -7888.8586, "symbols": ["N", "C", "C", "C", "C", "C", "C", "H", "H", "H", "H", "H", "H", "H", "H", "H", "H", "H"], "xyz": [[2.342, 0.237, 0.260], [-0.554, 0.511, -1.829], [1.405, 0.846, 0.555], [-0.436, 0.360, 2.075], [-0.465, -0.203, -0.471], [-0.059, 0.815, 0.657], [0.544, -1.430, -0.549], [-0.512, 1.791, 0.459], [0.009, -0.612, 2.314], [-0.950, -0.148, -2.611], [1.829, -1.146, -0.650], [-1.502, -0.494, -0.180], [-1.197, 1.400, -1.794], [0.301, -2.037, -1.419], [-0.079, 1.077, 2.820], [0.403, -2.079, 0.336], [0.445, 0.834, -2.138], [-1.522, 0.277, 2.165]], "nbo_charge": [-0.37, -0.61, 0.30, -0.59, -0.21, -0.31, -0.64, 0.24, 0.22, 0.22, 0.27, 0.21, 0.20, 0.21, 0.22, 0.21, 0.21, 0.21]}

---

[2]
{"formula": "C6H11N", "method": "ωB97M-V/def2-TZVPD", "total_charge": 0, "gap_ev": 10.2, "smiles": "[H]/N=C1/[C@H](C)[C@H]1CC", "spin_multiplicity": 1, "de_lowest_ev": 1.6156, "total_energy_ev": -7888.9157, "symbols": ["N", "C", "C", "C", "C", "C", "C", "H", "H", "H", "H", "H", "H", "H", "H", "H", "H", "H"], "xyz": [[0.714, 2.368, 0.218], [-1.378, -0.513, 0.159], [2.534, -0.675, 0.420], [0.641, 1.108, 0.259], [-2.434, -0.034, -0.836], [0.033, -0.132, -0.229], [1.173, -0.143, 0.820], [2.539, -1.773, 0.430], [-1.413, -1.604, 0.244], [-3.428, -0.373, -0.527], [-2.247, -0.434, -1.839], [0.341, -0.405, -1.241], [0.018, 2.714, -0.457], [3.321, -0.317, 1.092], [2.789, -0.346, -0.593], [-1.598, -0.104, 1.155], [-2.463, 1.060, -0.910], [0.857, -0.395, 1.837]], "nbo_charge": [-0.59, -0.39, -0.60, 0.32, -0.60, -0.30, -0.28, 0.21, 0.20, 0.21, 0.20, 0.22, 0.33, 0.22, 0.21, 0.20, 0.20, 0.23]}

---

[3]
{"formula": "C6H11N", "method": "ωB97M-V/def2-TZVPD", "total_charge": 0, "gap_ev": 8.6, "spin_multiplicity": 1, "de_lowest_ev": 3.9747, "total_energy_ev": -7886.5567, "symbols": ["N", "C", "C", "C", "C", "C", "C", "H", "H", "H", "H", "H", "H", "H", "H", "H", "H", "H"], "xyz": [[-1.592, -0.793, -0.818], [-0.274, 0.446, 1.908], [0.998, 0.744, -1.745], [-1.366, 0.396, -1.116], [-0.117, -1.470, 0.316], [-0.008, 0.843, -0.590], [0.349, -0.089, 0.617], [-0.006, -0.179, 2.767], [-1.912, -1.665, -0.481], [1.988, 1.080, -1.419], [1.084, -0.291, -2.095], [0.520, -2.076, -0.336], [0.062, 1.467, 2.118], [0.687, 1.362, -2.592], [1.441, -0.062, 0.693], [-1.369, 0.462, 1.830], [-0.052, 1.887, -0.252], [-0.436, -2.061, 1.193]], "nbo_charge": [-0.59, -0.60, -0.60, 0.20, -0.40, -0.30, -0.28, 0.21, 0.47, 0.21, 0.21, 0.20, 0.21, 0.22, 0.22, 0.21, 0.22, 0.20]}

---

[4]
{"formula": "C6H11N", "method": "ωB97M-V/def2-TZVPD", "total_charge": 0, "gap_ev": 9.6, "smiles": "C1CN[C@@H]2C[C@H]2C1", "spin_multiplicity": 1, "de_lowest_ev": 3.1761, "total_energy_ev": -7887.3553, "symbols": ["N", "C", "C", "C", "C", "C", "C", "H", "H", "H", "H", "H", "H", "H", "H", "H", "H", "H"], "xyz": [[0.064, -1.478, -0.425], [-0.954, -0.707, 0.289], [1.521, 0.601, -0.217], [-0.925, 0.664, -0.392], [-2.238, -0.002, -0.054], [0.249, 1.452, 0.141], [1.347, -0.946, 0.152], [-2.707, 0.417, 0.886], [-0.892, -0.823, 1.446], [0.465, 2.353, -0.409], [-0.786, 0.428, -1.500], [1.758, 0.629, -1.300], [-2.886, -0.225, -0.900], [1.227, -1.021, 1.341], [2.181, -1.534, -0.198], [2.484, 0.963, 0.250], [-0.113, -2.546, -0.299], [0.206, 1.775, 1.186]], "nbo_charge": [-0.64, -0.09, -0.40, -0.25, -0.39, -0.40, -0.21, 0.22, 0.17, 0.20, 0.21, 0.20, 0.23, 0.15, 0.21, 0.21, 0.36, 0.21]}

---

[5]
{"formula": "C6H11N", "method": "ωB97M-V/def2-TZVPD", "total_charge": 0, "gap_ev": 12.3, "smiles": "CCC[C@@H](C)C#N", "spin_multiplicity": 1, "de_lowest_ev": 0.0704, "total_energy_ev": -7890.4610, "symbols": ["N", "C", "C", "C", "C", "C", "C", "H", "H", "H", "H", "H", "H", "H", "H", "H", "H", "H"], "xyz": [[-0.844, -2.665, 1.357], [0.265, 0.179, -0.329], [0.679, 0.622, 1.077], [-1.014, -0.674, -0.354], [-1.340, -1.205, -1.755], [1.616, 1.827, 1.064], [-0.922, -1.790, 0.604], [1.119, 2.701, 0.628], [-0.562, -1.895, -2.097], [1.083, -0.379, -0.806], [-2.298, -1.734, -1.766], [1.153, -0.220, 1.596], [1.930, 2.093, 2.079], [-0.219, 0.869, 1.659], [0.077, 1.057, -0.961], [2.519, 1.629, 0.475], [-1.397, -0.370, -2.461], [-1.845, -0.043, -0.009]], "nbo_charge": [-0.33, -0.38, -0.40, -0.32, -0.59, -0.60, 0.29, 0.20, 0.22, 0.21, 0.22, 0.21, 0.21, 0.20, 0.21, 0.20, 0.21, 0.24]}

---

[6]
{"formula": "C6H11N", "method": "ωB97M-V/def2-TZVPD", "total_charge": 0, "gap_ev": 9.5, "smiles": "C=C/C(C)=C(\\C)N", "spin_multiplicity": 1, "de_lowest_ev": 1.6772, "total_energy_ev": -7888.8542, "symbols": ["N", "C", "C", "C", "C", "C", "C", "H", "H", "H", "H", "H", "H", "H", "H", "H", "H", "H"], "xyz": [[1.804, 0.934, -0.854], [0.200, -0.370, 0.465], [-0.584, 1.308, -1.299], [-1.152, -0.557, 1.039], [1.326, -1.075, 1.132], [-2.061, -1.225, 0.339], [0.471, 0.529, -0.475], [-1.900, -1.669, -0.632], [-0.214, 2.308, -1.446], [2.022, 1.749, -0.279], [-1.536, 1.342, -0.775], [-1.411, -0.072, 1.973], [1.756, 1.385, -1.763], [1.928, -0.446, 1.812], [0.984, -1.851, 1.833], [-3.077, -1.525, 0.655], [-0.658, 0.695, -2.201], [2.104, -1.461, 0.476]], "nbo_charge": [-0.83, -0.11, -0.67, -0.20, -0.64, -0.38, 0.21, 0.19, 0.20, 0.36, 0.23, 0.21, 0.35, 0.21, 0.21, 0.19, 0.22, 0.24]}